{
  "formula": "C9H9BrCl2F2",
  "method": "ωB97M-V with the def2-TZVPD basis set",
  "species": ["C", "C", "C", "C", "C", "C", "C", "C", "C", "F", "F", "Cl", "Cl", "Br", "H", "H", "H", "H", "H", "H", "H", "H", "H"],
  "xyz": [[-2.815, -1.581, -0.792], [-2.837, -0.605, 0.300], [-2.101, -1.383, -1.975], [-2.050, 0.487, 0.075], [-1.265, 0.722, -1.048], [-1.351, -0.107, -2.061], [2.814, 0.363, 2.204], [2.131, 0.643, -0.254], [1.763, 0.161, 1.140], [0.506, 0.642, 1.513], [1.436, -1.353, 0.994], [-2.278, 1.824, 1.171], [-0.565, 0.107, -3.648], [2.984, 2.493, -0.135], [-3.512, -2.400, -0.579], [-3.469, -1.024, 1.091], [-2.215, -2.065, -2.866], [-0.728, 1.639, -1.107], [1.207, 0.445, -0.963], [2.553, 1.192, 2.873], [3.817, 0.544, 1.860], [2.834, -0.611, 2.728], [3.143, -0.131, -0.522]],
  "atomic_forces_ev_per_a": [[0.05, 1.04, 0.55], [0.64, -2.79, -2.87], [-0.35, 1.31, 0.36], [-1.40, 0.60, 1.89], [-0.23, 1.54, 1.23], [-0.87, -5.05, -3.18], [-0.80, -1.18, 0.95], [2.00, -2.74, -1.04], [-1.64, -1.56, -0.38], [1.73, -0.28, -0.20], [1.13, 3.34, 0.14], [0.36, 0.18, 0.23], [-0.15, 0.34, 1.05], [-1.20, -1.44, -0.42], [0.60, -0.11, -0.73], [0.44, 1.51, 0.29], [0.39, 0.94, 1.21], [0.28, 0.57, -0.06], [2.30, 0.98, 1.16], [-0.15, -0.39, -0.16], [0.18, 0.05, -0.65], [-0.01, 0.67, 0.25], [-3.30, 2.45, 0.39]],
  "relative_energy_kcal_mol": 23.9,
  "smiles": "Clc1cccc(Cl)c1.CC(F)(F)CBr",
  "homo_lumo_gap_ev": 9.45
}